Here is C13H18MgN2 as an isolated structure from the OMol25 dataset. Energies are from ωB97M-V/def2-TZVPD.

The value obtained for the frontier orbital gap (spin up / spin down) is 4.8 / 4.0 eV. As for the total charge: -2. As for the LUMO energy (spin up / spin down): 5.06 / 5.17 eV. Its calculated total energy is -22190.888 eV. The calculation puts the energy above the lowest of the compared OMol25 structures with the same formula, charge and spin at 38.1 kJ/mol.

Positions of all 34 atoms, in Å:
C -0.490 0.739 -2.655
C 0.923 0.790 -2.360
C 1.108 1.689 -1.268
C -0.167 2.210 -0.906
C -1.148 1.641 -1.764
Mg -0.135 -0.978 -1.006
N -3.902 -0.548 -1.485
C 0.612 -2.672 -1.145
C 1.829 -2.075 -1.188
H 2.059 1.989 -0.839
H 1.714 0.299 -2.926
H -0.348 2.945 -0.130
H -2.206 1.888 -1.770
H -0.936 0.277 -3.532
H 2.340 -1.630 -2.031
H 0.224 -3.025 -0.192
H -3.438 -1.513 -1.378
H 2.573 -2.035 -0.404
H -0.066 -2.685 -1.952
C -2.516 0.358 1.262
C -1.161 0.174 1.775
C -0.771 0.451 3.123
C 0.675 0.315 3.157
C 1.064 -0.045 1.830
C 2.465 -0.164 1.432
N -0.059 -0.190 1.029
H -3.215 0.249 2.098
H -2.789 -0.374 0.491
H -2.654 1.364 0.842
H -1.431 0.689 3.904
H 1.321 0.434 3.973
H 3.007 0.776 1.614
H 2.943 -0.956 2.029
H 2.575 -0.388 0.372